C3H4FNO | ωB97M-V/def2-TZVPD

Geometry as XYZ:
```
10
Properties=species:S:1:pos:R:3
C -1.521 -0.188 -0.501
C -0.413 0.577 -0.580
F -0.367 1.761 -1.148
C 0.938 0.358 -0.056
N 1.106 -0.652 0.895
O 1.876 1.055 -0.323
H -1.351 -1.222 -0.103
H -2.487 0.103 -0.896
H 0.225 -1.089 1.339
H 1.993 -0.704 1.372
```

Values from the calculation:
Structure (SMILES)   C=C(F)C(N)=O
Relative energy (zero: lowest compared OMol25 entry of this formula, charge and spin)   9.9 kcal/mol
DFT total energy   -9430.1880 eV
HOMO-LUMO gap   10.69 eV
LUMO level   0.416 eV

Results of the Löwdin charge analysis, in e, for atoms 1 through 5: number 1, C, carries 0.1097; number 2, C, carries -0.3141; number 3, F, carries 0.0995; number 4, C, carries -0.5047; number 5, N, carries 0.1315


C2H3O3 | ωB97M-V/def2-TZVPD

Geometry as XYZ:
```
8
Properties=species:S:1:pos:R:3
C 1.552 0.029 0.034
C -1.263 0.475 -0.083
O 1.371 -1.131 0.057
O 2.115 1.069 0.162
O -1.326 -0.893 0.138
H -0.932 0.816 -1.127
H -1.126 1.113 0.741
H -0.390 -1.478 0.079
```

Values from the calculation:
Relative energy (zero: lowest compared OMol25 entry of this formula, charge and spin)   76.6 kcal/mol
DFT total energy   -8263.1074 eV
Charge   -1
HOMO-LUMO gap (alpha / beta)   4.77 / 4.69 eV
LUMO level (alpha / beta)   3.940 / 3.982 eV

Results of the Löwdin charge analysis, in e, for atoms 1 through 5: number 1, C, carries -0.5082; number 2, C, carries -0.2976; number 3, O, carries 0.0549; number 4, O, carries 0.0747; number 5, O, carries -0.3382


C2H3NO3 | ωB97M-V/def2-TZVPD

Geometry as XYZ:
```
9
Properties=species:S:1:pos:R:3
C 1.683 -0.644 -0.045
C -0.360 0.634 -0.001
N -1.714 0.145 0.015
O -2.489 1.098 0.120
O -1.871 -1.039 -0.101
O 0.491 -0.331 -0.153
H 2.529 0.051 0.153
H 1.958 -1.616 -0.349
H -0.228 1.702 0.360
```

Values from the calculation:
Relative energy (zero: lowest compared OMol25 entry of this formula, charge and spin)   179.2 kcal/mol
DFT total energy   -9748.3191 eV
HOMO-LUMO gap (alpha / beta)   7.81 / 8.23 eV
LUMO level (alpha / beta)   -0.866 / -0.558 eV

Results of the Löwdin charge analysis, in e, for atoms 1 through 5: number 1, C, carries 0.0234; number 2, C, carries -0.0683; number 3, N, carries -0.4189; number 4, O, carries 0.0286; number 5, O, carries 0.0871


C41H110N2O15 | ωB97M-V/def2-TZVPD

Geometry as XYZ:
```
168
Properties=species:S:1:pos:R:3
C 1.255 -3.765 -3.089
O 0.853 -3.221 -4.352
H 0.665 -3.136 -2.422
H 0.845 -4.773 -3.025
H 2.305 -3.758 -2.794
H 1.055 -2.285 -4.414
C -5.043 3.397 -0.914
O -4.591 4.697 -0.647
H -4.564 2.747 -0.182
H -6.112 3.189 -0.867
H -4.642 3.221 -1.912
H -4.503 5.190 -1.466
C 4.018 1.583 -0.261
O 2.746 1.174 -0.777
C 2.460 -0.215 -0.906
C 1.039 -0.518 -1.343
N 0.553 -0.100 -2.612
C -0.878 -0.505 -2.798
C -1.962 0.232 -1.842
O -3.217 -0.436 -2.038
C -4.327 0.308 -2.155
H 4.953 1.162 -0.630
H 4.208 1.552 0.812
H 4.122 2.638 -0.512
H 2.571 -0.736 0.045
H 3.070 -0.590 -1.727
H 0.466 -0.200 -0.472
H 0.948 -1.601 -1.430
H 0.498 0.908 -2.626
H -1.042 -1.579 -2.883
H -1.136 -0.215 -3.816
H -1.936 1.237 -2.263
H -1.619 0.262 -0.808
H -4.506 0.704 -1.155
H -5.061 -0.464 -2.386
H -4.362 1.062 -2.941
C -2.852 -0.213 2.086
O -1.510 -0.226 2.554
C -0.775 -1.441 2.581
C 0.746 -1.253 2.712
N 1.114 -0.213 3.640
C 0.800 -0.695 4.987
C 1.430 0.298 6.043
O 1.756 -0.421 7.231
C 0.921 -0.076 8.336
H -3.014 0.820 1.777
H -3.526 -0.531 2.881
H -2.954 -0.994 1.333
H -1.089 -2.038 1.724
H -1.179 -1.900 3.484
H 1.071 -1.075 1.687
H 1.285 -2.158 2.991
H 0.475 0.566 3.560
H 1.204 -1.700 5.113
H -0.281 -0.674 5.122
H 0.811 1.167 6.266
H 2.425 0.482 5.639
H 1.306 0.809 8.843
H 1.103 -0.956 8.954
H -0.120 -0.044 8.013
C 1.191 3.577 1.230
C 0.150 2.705 0.502
C -1.247 3.271 0.603
O 0.568 2.741 -0.798
H 1.134 4.585 0.819
H 2.159 3.078 1.189
H 0.855 3.763 2.250
H 0.128 1.640 0.730
H -1.507 3.368 1.657
H -1.879 2.549 0.086
H -1.399 4.205 0.063
H 1.493 2.486 -0.822
C -3.972 -5.505 -1.614
C -3.673 -4.104 -2.250
C -4.550 -3.648 -3.364
O -3.842 -3.129 -1.276
H -3.524 -6.327 -2.172
H -5.041 -5.718 -1.616
H -3.681 -5.544 -0.565
H -2.610 -4.152 -2.490
H -5.626 -3.751 -3.222
H -4.272 -4.309 -4.184
H -4.393 -2.610 -3.660
H -4.050 -2.279 -1.673
C 7.960 3.897 -2.968
C 6.801 2.955 -2.849
C 6.609 1.953 -4.020
O 6.996 2.248 -1.686
H 8.085 4.580 -2.128
H 7.837 4.509 -3.862
H 8.873 3.305 -3.037
H 5.865 3.506 -2.760
H 7.283 2.150 -4.854
H 5.578 2.042 -4.362
H 6.603 0.912 -3.697
H 7.785 1.730 -1.861
C -8.935 -3.085 -1.571
C -9.120 -1.673 -2.130
C -7.954 -1.152 -2.893
O -10.178 -1.600 -2.995
H -8.823 -3.772 -2.410
H -9.857 -3.489 -1.152
H -8.116 -3.146 -0.855
H -9.224 -0.962 -1.310
H -7.565 -1.964 -3.508
H -7.241 -0.919 -2.102
H -8.281 -0.236 -3.385
H -10.480 -0.692 -2.920
C 4.422 -0.733 3.203
C 5.493 -1.616 2.566
C 6.702 -0.835 2.177
O 5.967 -2.617 3.460
H 4.792 -0.086 3.998
H 3.651 -1.366 3.642
H 4.002 -0.031 2.483
H 5.068 -2.124 1.700
H 6.485 -0.117 1.386
H 7.432 -1.510 1.731
H 7.177 -0.275 2.983
H 6.527 -2.243 4.144
C -7.888 0.311 3.502
C -7.962 0.787 2.037
C -7.125 -0.056 1.080
O -9.334 0.696 1.650
H -7.955 -0.773 3.594
H -8.643 0.749 4.156
H -7.023 0.755 3.995
H -7.623 1.821 1.978
H -7.488 -1.084 1.061
H -6.151 -0.143 1.560
H -7.069 0.260 0.038
H -9.871 1.159 2.296
C -0.896 3.868 -4.394
C -0.536 3.027 -5.610
C -1.795 2.232 -6.072
O -0.108 3.963 -6.602
H -1.369 4.835 -4.564
H 0.058 4.171 -3.961
H -1.448 3.303 -3.642
H 0.326 2.407 -5.366
H -2.642 2.904 -6.212
H -2.113 1.432 -5.404
H -1.532 1.843 -7.056
H 0.558 4.524 -6.198
C 3.877 -6.059 1.955
C 3.122 -4.720 1.601
C 3.202 -4.325 0.213
O 1.822 -4.957 1.988
H 3.219 -6.665 2.578
H 4.824 -6.079 2.493
H 3.962 -6.661 1.051
H 3.536 -3.947 2.249
H 4.273 -4.227 0.037
H 2.630 -3.403 0.107
H 2.872 -5.092 -0.488
H 1.599 -5.788 1.564
C 5.981 3.024 2.367
C 7.485 2.783 2.582
C 8.161 4.047 2.300
O 7.616 2.704 4.032
H 5.435 2.104 2.575
H 5.975 3.306 1.314
H 5.629 3.893 2.924
H 7.943 1.910 2.117
H 7.562 4.874 2.683
H 8.362 4.205 1.241
H 9.135 4.003 2.786
H 8.498 2.942 4.329
```

Values from the calculation:
DFT total energy   -77983.9315 eV
Charge   -1
<S²>   0.7504
HOMO-LUMO gap (alpha / beta)   1.18 / 9.15 eV
LUMO level (alpha / beta)   1.934 / 2.045 eV
2S+1   2

Results of the Löwdin charge analysis, in e, for atoms 1 through 5: number 1, C, carries -0.1667; number 2, O, carries -0.1409; number 3, H, carries 0.0395; number 4, H, carries 0.0778; number 5, H, carries 0.0684


C5H11N3O | ωB97M-V/def2-TZVPD

Geometry as XYZ:
```
20
Properties=species:S:1:pos:R:3
H -1.355 0.786 -0.783
N -0.358 0.992 -0.876
C 0.319 0.806 0.166
C -0.020 0.980 1.609
C 1.886 0.582 -0.097
C 2.359 1.123 -1.418
O 2.640 0.339 0.813
H 0.067 2.032 1.881
H -1.020 0.597 1.804
H 0.660 0.406 2.234
H 3.410 0.897 -1.578
H 2.241 2.206 -1.426
H 1.701 0.752 -2.199
C -0.829 -2.264 0.313
N -1.749 -1.420 0.590
N -2.605 -1.008 -0.381
H -0.829 -2.845 -0.612
H -0.352 -2.750 1.148
H -2.727 -1.627 -1.182
H -3.440 -0.583 -0.005
```

Values from the calculation:
Structure (SMILES)   [H]/N=C(\C)C(C)=O.C=NN
Relative energy (zero: lowest compared OMol25 entry of this formula, charge and spin)   70.0 kcal/mol
DFT total energy   -11878.7351 eV
HOMO-LUMO gap   9.40 eV
LUMO level   0.732 eV

Results of the Löwdin charge analysis, in e, for atoms 1 through 5: number 1, H, carries 0.0309; number 2, N, carries 0.1468; number 3, C, carries -0.3679; number 4, C, carries -0.0482; number 5, C, carries -0.3722


C18H28N5OPbS2 | ωB97M-V/def2-TZVPD

Geometry as XYZ:
```
55
Properties=species:S:1:pos:R:3
Pb -0.036 0.024 1.109
C -3.503 2.258 1.682
C -3.361 0.978 2.470
N -2.748 -0.194 1.702
C -3.506 -0.677 0.543
C -2.787 -1.788 -0.116
N -1.742 -1.305 -1.027
C -2.063 -0.289 -2.000
C -0.874 -0.008 -2.882
C 0.503 0.242 -2.132
N 0.440 1.197 -0.910
C -0.152 2.528 -1.186
C -0.239 3.239 0.175
N -1.031 2.381 1.101
C -2.510 2.531 0.645
H -3.386 3.111 2.356
H -4.470 2.424 1.250
H -4.367 0.746 2.850
H -2.662 1.125 3.319
H -2.670 -1.021 2.325
H -3.721 0.101 -0.220
H -4.467 -0.971 0.925
H -3.507 -2.378 -0.753
H -2.268 -2.535 0.570
H -1.476 -2.179 -1.558
H -2.304 0.679 -1.469
H -2.913 -0.582 -2.646
H -1.177 0.912 -3.405
H -0.768 -0.843 -3.561
H 1.272 0.561 -2.799
H 0.667 -0.742 -1.583
H 1.350 1.426 -0.598
H -1.117 2.448 -1.605
H 0.471 3.045 -1.895
H -0.681 4.201 0.073
H 0.789 3.401 0.510
H -0.999 2.679 2.052
H -2.608 1.995 -0.259
H -2.462 3.522 0.361
S 1.769 1.190 2.537
C 2.768 0.021 1.598
N 2.727 -0.102 0.284
C 3.543 -1.108 -0.201
C 3.838 -1.471 -1.498
C 4.815 -2.483 -1.749
C 5.395 -3.185 -0.714
C 5.101 -2.902 0.566
C 4.173 -1.869 0.831
S 3.820 -1.134 2.374
H 3.314 -0.914 -2.333
H 5.018 -2.720 -2.789
H 6.092 -3.982 -0.905
H 5.566 -3.369 1.409
O 4.033 -4.220 3.512
C 5.110 -3.994 3.666
```

Values from the calculation:
Relative energy (zero: lowest compared OMol25 entry of this formula, charge and spin)   20.7 kcal/mol
DFT total energy   -55530.5937 eV
Charge   +1
HOMO-LUMO gap   8.43 eV
LUMO level   -2.211 eV

Results of the Löwdin charge analysis, in e, for atoms 1 through 5: number 1, Pb, carries 1.1855; number 2, C, carries -0.1824; number 3, C, carries -0.1682; number 4, N, carries -0.1536; number 5, C, carries -0.2436


Which of these has the lowest DFT total energy?
C41H110N2O15